w:
DFT (wB97M-V/def2-TZVPD) results for a cluster of 2 separate species, C3H8O2 in total.

Its multiplicity is 1. Its structure (SMILES) is C=CCO.O. The value obtained for the HOMO energy is -9.88 eV. Its charge is 0. For the gap between HOMO and LUMO, the calculation gives 10.5 eV.

Atoms and positions in Å:
C -0.840 0.807 -0.912
C 0.185 -0.021 -1.084
C 1.334 -0.128 -0.119
O 0.892 0.228 1.181
H -0.901 1.454 -0.042
H -1.666 0.850 -1.616
H 0.231 -0.670 -1.957
H 1.742 -1.151 -0.134
H 2.140 0.547 -0.447
H 1.659 0.267 1.765
O -1.941 -0.793 1.327
H -1.708 -1.035 0.423
H -1.126 -0.356 1.615



x:
DFT (wB97M-V/def2-TZVPD) results for a cluster of 2 separate species, C3H8O2 in total.

Its multiplicity is 1. Its structure (SMILES) is CC(C)=O.O. The value obtained for the HOMO energy is -9.64 eV. Its charge is 0. For the gap between HOMO and LUMO, the calculation gives 10.4 eV.

Atoms and positions in Å:
C -0.256 -1.053 0.218
C 0.489 0.057 0.946
C -0.349 0.883 1.914
O 1.695 0.100 0.890
H -0.303 -1.930 0.885
H 0.120 -1.379 -0.766
H -1.276 -0.653 0.090
H 0.270 1.669 2.379
H -0.747 0.232 2.710
H -1.196 1.362 1.395
O 0.169 0.433 -3.581
H 0.996 0.737 -3.144
H 0.388 -0.458 -3.935



It comes down to x, which is 0.0272 hartree more stable than the next structure.



w:
DFT (wB97M-V/def2-TZVPD) results for the ion C3H8N5 with charge +1.

Its multiplicity is 1. Its structure (SMILES) is N/N=C/N=C\NC=[NH2+]. The value obtained for the HOMO energy is -12.25 eV. Its charge is +1. For the gap between HOMO and LUMO, the calculation gives 8.4 eV.

Atoms and positions in Å:
N 2.338 -1.329 0.017
N 1.430 -0.397 0.236
C 1.589 0.803 -0.213
N 0.737 1.819 -0.008
C -0.507 1.914 0.121
N -1.486 0.895 0.003
C -1.287 -0.385 0.212
N -2.174 -1.309 -0.073
H 3.218 -1.099 -0.435
H 2.330 -2.104 0.662
H 2.503 1.116 -0.716
H -0.932 2.896 0.275
H -2.399 1.213 -0.320
H -0.301 -0.664 0.602
H -3.063 -1.091 -0.505
H -1.993 -2.278 0.142



x:
DFT (wB97M-V/def2-TZVPD) results for the ion C3H8N5 with charge +1.

Its multiplicity is 1. Its structure (SMILES) is [H]/N=C(\N)N/C=N/C=[NH2+]. The value obtained for the HOMO energy is -13.20 eV. Its charge is +1. For the gap between HOMO and LUMO, the calculation gives 9.6 eV.

Atoms and positions in Å:
H 2.304 -1.590 0.166
N 1.435 -1.070 0.200
C 0.648 -1.396 -0.720
N 1.177 -1.746 -1.929
N -0.695 -1.004 -0.853
C -1.287 -0.051 -0.149
N -0.790 0.658 0.753
C -0.638 1.404 1.723
N -0.594 2.722 1.669
H 0.904 -2.250 -2.783
H 2.139 -2.074 -1.808
H -1.145 -1.055 -1.769
H -2.370 0.060 -0.411
H -0.359 1.055 2.723
H -0.628 3.184 0.698
H -0.100 3.155 2.489



It comes down to x, which is 0.0145 hartree more stable than the next structure.



w:
DFT (wB97M-V/def2-TZVPD) results for a cluster of 2 separate species, C11H15N in total.

Its multiplicity is 2. The value obtained for the HOMO energy (spin up / spin down) is -13.05 / -13.23 eV. Its charge is +1. For the gap between HOMO and LUMO (spin up / spin down), the calculation gives 9.2 / 6.2 eV.

Atoms and positions in Å:
C -1.548 -0.167 -2.354
C -1.241 0.378 -3.719
H -1.516 -1.299 -2.084
H -1.032 0.424 -1.503
H -2.616 0.124 -2.240
H -1.329 1.429 -3.779
H -1.848 -0.174 -4.419
H -0.208 0.116 -3.713
C 2.798 -1.159 -0.265
C 0.764 0.085 0.479
C 1.531 -1.068 0.583
C -0.345 -0.198 1.440
C 1.008 -2.016 1.530
C -0.371 2.110 -0.048
C -1.410 1.856 0.835
C 0.626 1.197 -0.252
C -1.403 0.687 1.548
N -0.127 -1.439 2.023
H -0.308 3.062 -0.647
H -2.309 2.670 1.035
H 1.314 1.441 -1.108
H -2.163 0.408 2.199
H 2.710 -0.743 -1.249
H 3.153 -2.232 -0.384
H 1.558 -2.950 1.837
H -0.547 -1.871 2.801
H 3.571 -0.568 0.427



x:
DFT (wB97M-V/def2-TZVPD) results for a cluster of 2 separate species, C11H15N in total.

Its multiplicity is 2. The value obtained for the HOMO energy (spin up / spin down) is -13.05 / -13.59 eV. Its charge is +1. For the gap between HOMO and LUMO (spin up / spin down), the calculation gives 9.3 / 6.6 eV.

Atoms and positions in Å:
C -1.097 2.156 1.155
C 0.440 0.438 -0.084
C -0.148 1.021 1.073
C 1.165 -0.675 0.365
C 0.317 0.264 2.168
C 0.650 0.902 -1.389
C 1.444 0.152 -2.238
C 2.136 -0.959 -1.770
C 1.980 -1.408 -0.448
N 1.005 -0.799 1.765
H 0.161 1.804 -1.727
H 1.650 0.524 -3.232
H 2.765 -1.545 -2.424
H -1.223 2.570 0.167
H -0.747 2.932 1.843
H 0.137 0.389 3.225
H 1.775 -1.101 2.353
H 2.431 -2.303 -0.057
H -2.041 1.808 1.577
C -2.539 -1.248 -0.230
C -3.307 0.065 -0.419
H -3.036 -2.009 -0.828
H -1.557 -1.211 -0.698
H -2.498 -1.657 0.767
H -4.136 -0.016 -1.104
H -2.672 0.861 -0.819
H -3.708 0.407 0.534



It comes down to x, which is 0.0660 hartree more stable than the next structure.